Record 1
10
Properties=species:S:1:pos:R:3 method="wB97M-V/def2-TZVPD" homo_energy_ev=-10.183 mol_weight_da=101.1
H -0.229 2.460 0.319
N -0.493 1.619 -0.195
C 0.390 0.740 -0.364
N 1.710 0.712 0.075
N 2.040 -0.459 0.015
O 1.061 -1.425 -0.253
N -0.134 -0.545 -0.628
N -1.031 -1.168 0.171
H -1.362 -0.711 1.147
H -1.954 -1.223 -0.287

---

Record 2
58
Properties=species:S:1:pos:R:3 method="wB97M-V/def2-TZVPD" homo_energy_ev="-7.685 / -8.893" mol_weight_da=576.2 s2=20.099 spin_multiplicity=9
V -8.698 -24.783 10.656
V -4.657 -27.716 16.101
F -5.744 -27.885 17.820
F -2.841 -26.918 16.826
C -6.367 -24.359 14.251
C -5.415 -25.323 14.707
C -4.593 -26.222 13.669
O -3.862 -27.123 14.181
C -5.008 -26.138 12.296
C -5.964 -25.290 11.924
C -6.740 -24.468 12.939
O -7.818 -23.824 12.640
O -6.455 -25.488 10.710
O -5.436 -25.801 15.865
H -6.796 -23.645 14.938
H -4.421 -26.744 11.621
C -8.023 -27.559 13.493
C -8.698 -27.818 12.362
C -8.775 -29.266 11.782
O -9.436 -29.514 10.641
C -8.030 -30.314 12.391
C -7.112 -30.106 13.464
C -7.037 -28.586 13.998
O -6.272 -28.306 14.895
O -6.482 -31.025 14.019
O -9.072 -26.755 11.724
H -7.917 -26.576 13.928
H -8.241 -31.237 11.872
C -3.657 -29.911 11.558
O -3.053 -30.158 12.822
H -2.886 -29.505 10.903
H -4.018 -30.861 11.164
H -4.532 -29.260 11.537
H -2.567 -29.421 13.199
C -4.270 -24.971 19.127
O -4.706 -26.184 19.710
H -4.072 -24.133 19.795
H -3.367 -25.247 18.582
H -4.935 -24.587 18.353
H -5.283 -26.698 19.142
C -0.332 -28.559 14.549
O -1.309 -28.332 13.659
H -0.781 -28.608 15.541
H 0.275 -29.460 14.462
H 0.400 -27.755 14.468
H -1.807 -27.522 13.792
C -2.396 -23.545 16.233
O -1.784 -24.511 15.414
H -2.445 -22.537 15.821
H -3.458 -23.770 16.329
H -1.837 -23.579 17.168
H -2.138 -25.330 15.768
C -6.212 -24.589 7.156
O -6.391 -23.583 6.191
H -5.321 -25.154 6.884
H -6.249 -24.158 8.156
H -7.059 -25.265 7.270
H -6.480 -24.042 5.352

---

Record 3
11
Properties=species:S:1:pos:R:3 method="wB97M-V/def2-TZVPD" homo_energy_ev=-8.217 mol_weight_da=83.1
O 0.178 -1.231 -1.342
C 0.220 0.007 -0.677
C -1.087 0.240 0.242
C 1.289 0.187 0.371
C 0.372 0.483 1.303
N -0.746 0.600 1.798
H 0.548 -1.887 -0.734
H 0.232 0.759 -1.474
H -1.697 1.072 -0.101
H -1.631 -0.698 0.324
H 2.322 0.470 0.290

---

Record 4
65
Properties=species:S:1:pos:R:3 method="wB97M-V/def2-TZVPD" homo_energy_ev=-8.164 mol_weight_da=461.0 smiles="Cc1oc(-c2ccc(Cl)cc2)nc1CN1CCC(C(=O)NCCCN2CCOCC2)CC1"
C -3.382 -1.809 2.305
C -4.231 -1.416 1.157
O -5.382 -0.727 1.359
C -5.902 -0.528 0.127
C -7.146 0.184 -0.047
C -7.846 0.683 1.051
C -9.034 1.363 0.870
C -9.525 1.546 -0.414
Cl -11.010 2.398 -0.643
C -8.841 1.055 -1.518
C -7.655 0.376 -1.332
N -5.162 -1.034 -0.820
C -4.096 -1.607 -0.192
C -3.007 -2.306 -0.932
N -1.701 -1.896 -0.441
C -0.636 -2.762 -0.914
C 0.677 -2.388 -0.236
C 1.024 -0.923 -0.526
C 2.398 -0.627 0.069
O 3.392 -1.167 -0.378
N 2.434 0.220 1.117
C 3.659 0.639 1.762
C 4.016 2.088 1.423
C 4.522 2.189 -0.018
N 5.797 1.504 -0.135
C 5.936 0.690 -1.329
C 7.241 -0.100 -1.234
O 8.357 0.750 -1.085
C 8.213 1.550 0.062
C 6.936 2.390 -0.001
C -0.143 -0.055 -0.066
C -1.416 -0.512 -0.776
H -3.258 -0.971 2.988
H -3.839 -2.631 2.857
H -2.415 -2.124 1.923
H -7.454 0.534 2.046
H -9.579 1.751 1.716
H -9.239 1.207 -2.508
H -7.102 -0.017 -2.170
H -3.103 -3.385 -0.772
H -3.137 -2.107 -2.008
H -0.517 -2.695 -2.011
H -0.896 -3.794 -0.664
H 0.577 -2.527 0.842
H 1.480 -3.033 -0.594
H 1.140 -0.815 -1.612
H 1.591 0.688 1.404
H 3.545 0.517 2.844
H 4.455 -0.015 1.401
H 4.797 2.426 2.104
H 3.142 2.730 1.558
H 4.599 3.245 -0.318
H 3.798 1.708 -0.679
H 5.102 -0.012 -1.372
H 5.951 1.306 -2.246
H 7.412 -0.674 -2.145
H 7.179 -0.786 -0.376
H 9.096 2.190 0.105
H 8.176 0.913 0.960
H 6.837 2.969 0.920
H 7.008 3.091 -0.853
H -0.303 -0.173 1.008
H 0.034 0.998 -0.295
H -1.300 -0.379 -1.868
H -2.262 0.098 -0.452

---

Record 5
27
Properties=species:S:1:pos:R:3 method="wB97M-V/def2-TZVPD" homo_energy_ev=-12.895 mol_weight_da=176.2 charge=+1
C 2.700 0.210 -0.267
C 1.479 -0.426 0.270
C 1.078 0.297 1.540
C 0.416 1.474 1.687
C -0.336 2.299 0.674
C -1.346 1.819 -0.067
N -1.707 0.363 -0.074
C -2.894 -0.138 0.277
C -2.791 -1.477 0.370
C -1.472 -1.807 -0.097
N -0.852 -0.657 -0.244
N 0.416 -0.406 -0.726
C 0.746 -0.993 -2.013
H 3.326 -0.547 -0.778
H 3.337 0.496 0.739
H 2.430 1.043 -0.774
H 1.618 -1.492 0.688
H 1.514 -0.221 2.439
H 0.336 2.050 2.680
H -0.118 3.452 0.713
H -1.997 2.336 -0.637
H -3.771 0.629 0.516
H -3.498 -2.301 0.466
H -0.862 -2.706 -0.245
H -0.298 -0.880 -2.579
H 1.603 -0.437 -2.537
H 0.942 -1.981 -2.021

---

Record 6
36
Properties=species:S:1:pos:R:3 method="wB97M-V/def2-TZVPD" homo_energy_ev=-8.956 mol_weight_da=278.3 smiles="CSCC[C@H](N)C(=O)N[C@@H](CCC(=O)O)C(=O)O"
C -5.236 0.932 -0.538
S -4.075 0.755 0.822
C -3.538 -0.944 0.670
C -2.466 -1.198 -0.372
C -1.165 -0.402 -0.100
N -1.248 0.968 -0.631
C 0.083 -1.055 -0.748
O 0.003 -1.992 -1.536
N 1.312 -0.535 -0.458
C 1.639 0.529 0.477
C 2.584 0.036 1.564
C 3.764 -0.897 1.157
C 4.691 -0.334 0.152
O 5.725 0.251 0.348
O 4.218 -0.598 -1.078
C 2.202 1.707 -0.328
O 3.293 2.164 -0.191
O 1.376 2.171 -1.225
H -5.537 1.973 -0.536
H -4.812 0.704 -1.502
H -6.060 0.245 -0.344
H -4.433 -1.471 0.442
H -3.195 -1.191 1.703
H -2.866 -0.965 -1.366
H -2.224 -2.238 -0.436
H -1.038 -0.386 1.010
H -1.665 1.695 0.030
H -1.868 0.928 -1.449
H 2.031 -1.015 -0.952
H 0.676 0.806 0.933
H 2.905 0.957 1.983
H 2.053 -0.441 2.391
H 3.301 -1.817 0.855
H 4.383 -1.074 2.052
H 4.722 -0.075 -1.715
H 0.465 1.804 -1.086

---

Record 7
114
Properties=species:S:1:pos:R:3 method="wB97M-V/def2-TZVPD" homo_energy_ev="-12.355 / -11.984" mol_weight_da=897.9 charge=+2 s2=0.771 spin_multiplicity=2
Fe 0.067 -0.767 -0.844
O 1.339 -0.152 0.656
P 1.537 0.997 1.615
C -0.069 1.479 2.336
P -1.263 1.787 0.989
O -0.984 0.880 -0.175
C -2.904 1.515 1.641
C -3.737 0.595 1.014
C -5.039 0.429 1.468
C -5.503 1.183 2.537
C -4.670 2.106 3.162
C -3.372 2.279 2.712
C -1.211 3.512 0.524
C -0.528 4.508 1.213
C -0.607 5.825 0.780
C -1.377 6.150 -0.325
C -2.084 5.162 -1.004
C -2.004 3.847 -0.579
C 2.145 2.511 0.890
C 2.160 2.664 -0.492
C 2.610 3.853 -1.050
C 3.039 4.885 -0.229
C 3.015 4.740 1.156
C 2.570 3.556 1.718
C 2.641 0.508 2.934
C 3.974 0.920 2.941
C 4.840 0.437 3.912
C 4.384 -0.456 4.871
C 3.061 -0.882 4.859
C 2.192 -0.405 3.892
H 0.053 2.359 2.971
H -0.471 0.668 2.947
H -3.355 0.013 0.182
H -5.695 -0.286 0.986
H -6.522 1.060 2.882
H -5.038 2.697 3.991
H -2.728 3.013 3.185
H 0.071 4.275 2.084
H -0.069 6.599 1.313
H -1.436 7.179 -0.658
H -2.701 5.420 -1.854
H -2.564 3.075 -1.096
H 1.826 1.854 -1.123
H 2.635 3.965 -2.127
H 3.406 5.805 -0.666
H 3.347 5.550 1.792
H 2.560 3.440 2.796
H 4.338 1.613 2.194
H 5.873 0.760 3.921
H 5.060 -0.822 5.633
H 2.709 -1.583 5.605
H 1.162 -0.740 3.888
C -3.393 -1.036 -2.870
C -3.302 -2.371 -3.215
C -2.069 -2.996 -3.162
C -0.946 -2.295 -2.775
N -1.019 -0.945 -2.581
C -2.242 -0.359 -2.563
C 0.344 -2.959 -2.510
C 0.672 -4.189 -3.057
C 1.805 -4.841 -2.607
C 2.565 -4.246 -1.615
C 2.209 -2.988 -1.167
N 1.136 -2.331 -1.620
H -4.345 -0.523 -2.858
H -4.188 -2.927 -3.493
H -1.989 -4.055 -3.362
H -2.236 0.692 -2.317
H 0.067 -4.613 -3.849
H 2.091 -5.800 -3.021
H 3.440 -4.737 -1.211
H 2.803 -2.468 -0.427
C -2.936 -4.908 -0.056
C -1.842 -5.193 0.972
C -0.525 -4.472 0.708
S -0.422 -2.679 0.935
O -1.423 -2.022 -0.026
C -1.141 -2.536 2.604
C -2.657 -2.383 2.674
C -3.063 -1.580 3.909
H -3.882 -5.342 0.266
H -2.678 -5.353 -1.021
H -3.081 -3.835 -0.199
H -1.617 -6.262 0.968
H -2.197 -4.964 1.976
H -0.205 -4.617 -0.330
H 0.268 -4.846 1.363
H -0.656 -1.639 2.994
H -0.768 -3.394 3.168
H -3.137 -3.360 2.704
H -3.007 -1.881 1.775
H -2.641 -2.008 4.821
H -4.147 -1.571 4.016
H -2.730 -0.541 3.827
C 0.407 -0.557 -4.935
Si 0.553 0.097 -3.173
C -0.069 1.861 -3.120
C 2.454 0.233 -2.984
C 3.085 0.770 -4.119
C 4.454 1.002 -4.150
C 5.235 0.707 -3.041
C 4.631 0.191 -1.904
C 3.261 -0.041 -1.880
H 0.580 0.253 -5.647
H -0.582 -0.969 -5.155
H 1.153 -1.330 -5.138
H 0.729 2.503 -3.504
H -0.320 2.200 -2.115
H -0.940 2.013 -3.767
H 2.507 1.019 -5.002
H 4.911 1.403 -5.046
H 6.304 0.876 -3.066
H 5.227 -0.031 -1.026
H 2.817 -0.409 -0.965

---

Record 8
10
Properties=species:S:1:pos:R:3 method="wB97M-V/def2-TZVPD" homo_energy_ev=-8.604 mol_weight_da=71.1
H -1.957 -1.556 -3.044
N -1.321 -0.804 -2.715
N -0.871 -0.603 -1.640
H -0.783 -1.268 -0.887
C 1.182 0.563 1.857
C 1.152 1.373 0.851
N 0.945 2.100 -0.072
H 0.247 0.516 2.557
H 2.050 -0.126 2.006
H 0.510 1.872 -0.931

---

Record 9
163
Properties=species:S:1:pos:R:3 method="wB97M-V/def2-TZVPD" homo_energy_ev=-8.905 mol_weight_da=1162.5 smiles="CCOS(C)(=O)=O.CCOS(C)(=O)=O.CCOS(C)(=O)=O.CCOS(C)(=O)=O.c1ccncc1.c1ccncc1.c1ccncc1.c1ccncc1.c1ccncc1.COCCOC.COCCOC.COCCOC"
C -4.057 -3.239 -4.165
C -3.611 -2.601 -5.433
O -2.248 -1.948 -5.249
S -2.192 -0.406 -5.628
C -0.446 -0.238 -5.550
O -2.550 -0.295 -7.000
O -2.830 0.423 -4.661
H -3.993 -2.555 -3.305
H -3.430 -4.103 -3.887
H -5.121 -3.488 -4.202
H -3.504 -3.455 -6.117
H -4.272 -1.840 -5.867
H -0.197 0.831 -5.516
H -0.197 -0.673 -6.531
H -0.026 -0.696 -4.706
C -4.815 0.391 7.246
C -4.006 0.809 6.089
O -2.931 -0.149 5.822
S -2.171 0.033 4.461
C -3.167 -0.666 3.194
O -2.135 1.461 4.142
O -0.946 -0.671 4.457
H -5.566 1.180 7.445
H -4.258 0.166 8.174
H -5.392 -0.566 7.004
H -4.677 0.949 5.212
H -3.476 1.799 6.210
H -4.086 -0.136 3.341
H -3.232 -1.726 3.254
H -2.727 -0.273 2.263
C 1.210 7.670 2.025
C 1.293 6.184 2.310
O 0.102 5.573 1.727
S -1.288 5.618 2.473
C -1.057 4.634 3.955
O -1.526 6.957 2.915
O -2.113 5.050 1.475
H 1.197 8.029 0.956
H 2.071 8.166 2.442
H 0.382 8.112 2.492
H 2.146 5.704 1.897
H 1.434 6.053 3.393
H -0.252 5.085 4.530
H -0.793 3.676 3.561
H -1.985 4.632 4.556
C 6.202 1.384 -2.775
C 5.327 0.958 -1.670
O 4.900 -0.389 -1.885
S 3.320 -0.489 -2.264
C 3.049 -2.183 -2.039
O 2.498 0.153 -1.285
O 3.120 -0.138 -3.605
H 5.787 1.421 -3.732
H 7.031 0.673 -2.795
H 6.698 2.320 -2.610
H 5.975 0.861 -0.815
H 4.478 1.561 -1.490
H 3.662 -2.710 -2.657
H 2.001 -2.341 -2.265
H 3.389 -2.374 -0.998
C 5.219 -5.950 1.466
C 5.821 -4.855 2.127
C 5.695 -3.566 1.583
N 4.887 -3.403 0.487
C 4.224 -4.381 -0.033
C 4.401 -5.727 0.409
H 5.240 -6.990 1.804
H 6.515 -5.029 2.928
H 6.277 -2.758 1.894
H 3.727 -4.174 -0.966
H 3.832 -6.535 -0.049
C -3.347 -3.920 0.953
C -4.535 -3.700 1.661
C -5.159 -2.419 1.578
N -4.608 -1.426 0.820
C -3.439 -1.635 0.301
C -2.747 -2.844 0.325
H -2.818 -4.861 1.062
H -4.921 -4.466 2.300
H -5.989 -2.143 2.149
H -3.035 -0.762 -0.174
H -1.776 -2.902 -0.109
C -4.298 4.212 -3.240
C -3.800 5.213 -2.442
C -2.452 5.184 -2.030
N -1.647 4.230 -2.526
C -2.104 3.343 -3.424
C -3.469 3.295 -3.801
H -5.356 4.131 -3.422
H -4.355 5.988 -2.008
H -1.962 5.891 -1.359
H -1.417 2.633 -3.848
H -3.905 2.506 -4.493
C 1.956 6.081 -0.873
C 3.353 6.278 -0.729
C 4.142 5.167 -0.320
N 3.591 3.920 -0.146
C 2.317 3.719 -0.473
C 1.451 4.796 -0.823
H 1.261 6.862 -1.212
H 3.814 7.244 -0.899
H 5.197 5.266 -0.247
H 1.907 2.731 -0.386
H 0.439 4.564 -1.074
C 0.127 -3.525 3.193
C 0.787 -2.626 2.359
C 1.193 -3.101 1.113
N 1.110 -4.370 0.782
C 0.466 -5.224 1.543
C -0.028 -4.842 2.769
H -0.285 -3.155 4.111
H 0.822 -1.617 2.678
H 1.750 -2.480 0.367
H 0.303 -6.215 1.126
H -0.467 -5.505 3.503
C -1.207 -4.534 -2.313
O -1.389 -5.667 -3.239
C -0.178 -6.104 -3.765
C -0.383 -7.116 -4.922
O -0.719 -6.570 -6.186
C 0.152 -5.649 -6.775
H -0.805 -3.650 -2.802
H -0.616 -4.812 -1.463
H -2.232 -4.341 -1.911
H 0.360 -6.667 -3.026
H 0.443 -5.244 -4.147
H -1.181 -7.810 -4.619
H 0.436 -7.829 -5.134
H 0.166 -4.744 -6.188
H -0.292 -5.411 -7.694
H 1.135 -6.044 -7.017
C 2.873 3.901 5.350
O 1.657 3.366 4.955
C 1.784 1.919 5.049
C 1.871 1.284 3.672
O 3.211 1.379 3.143
C 3.177 0.932 1.826
H 2.826 4.954 5.049
H 3.767 3.476 4.938
H 3.092 3.822 6.408
H 0.893 1.560 5.616
H 2.665 1.549 5.603
H 1.172 1.793 3.013
H 1.542 0.211 3.781
H 2.905 -0.146 1.732
H 4.187 1.075 1.448
H 2.425 1.484 1.144
C -3.425 2.237 0.153
O -2.333 1.492 0.747
C -1.045 1.743 0.177
C -0.222 0.447 0.243
O -0.774 -0.633 -0.394
C -0.811 -0.589 -1.806
H -4.312 1.805 0.676
H -3.525 1.915 -0.912
H -3.267 3.314 0.177
H -0.595 2.387 0.946
H -1.077 2.262 -0.780
H -0.215 0.190 1.271
H 0.806 0.574 -0.146
H 0.127 -0.567 -2.363
H -1.543 0.233 -2.008
H -1.428 -1.488 -2.108